# 1
C16H48N6O7 | ωB97M-V/def2-TZVPD

## Properties
Energy above the lowest of the compared OMol25 structures with the same formula, charge and spin (kJ/mol): 0.00
Orbital gap (eV): 9.6
Multiplicity: 1
SMILES: COC[C@H](C)N.COC[C@H](C)N.NC(N)=O.NC(N)=O.CCO.CCO.CCO

```
77
Properties=species:S:1:pos:R:3:lowdin_charge:R:1
C 10.823 -9.193 22.325 -0.08
C 9.997 -9.130 23.575 -0.32
O 10.783 -8.834 24.731 -0.08
H 11.654 -8.490 22.272 0.05
H 10.195 -9.073 21.440 0.06
H 11.337 -10.156 22.196 0.08
H 9.389 -10.023 23.766 0.08
H 9.240 -8.346 23.489 0.09
H 11.507 -9.467 24.776 0.05
C 10.828 -12.791 24.758 -0.08
C 10.901 -13.155 26.231 -0.28
O 10.075 -12.243 26.972 -0.10
H 11.624 -13.225 24.158 0.08
H 10.850 -11.701 24.638 0.05
H 9.855 -13.082 24.350 0.06
H 11.939 -13.037 26.557 0.11
H 10.535 -14.171 26.369 0.12
H 9.650 -12.737 27.679 0.09
C 10.882 -5.323 19.875 -0.08
C 12.040 -5.668 20.794 -0.31
O 11.990 -4.778 21.905 -0.08
H 9.910 -5.429 20.354 0.07
H 10.832 -6.003 19.014 0.07
H 11.070 -4.341 19.442 0.08
H 12.963 -5.611 20.212 0.12
H 11.931 -6.695 21.155 0.07
H 12.867 -4.451 22.119 0.09
C 6.934 -12.405 25.226 -0.68
O 7.364 -13.547 25.175 0.01
N 5.588 -12.154 25.097 0.15
N 7.752 -11.332 25.419 0.16
H 5.084 -12.958 24.770 0.10
H 5.194 -11.233 25.077 0.09
H 7.423 -10.384 25.475 0.10
H 8.681 -11.504 25.787 0.06
C 8.364 -4.554 24.122 -0.68
O 7.343 -4.294 24.731 0.02
N 8.983 -3.648 23.296 0.15
N 8.913 -5.812 24.124 0.15
H 8.656 -2.702 23.327 0.10
H 9.892 -3.843 22.908 0.07
H 9.787 -5.979 23.655 0.08
H 8.536 -6.510 24.733 0.09
C 13.256 -9.955 19.468 -0.06
C 14.583 -9.415 19.977 -0.42
C 14.599 -9.110 21.472 -0.22
O 14.275 -10.278 22.175 -0.18
C 14.229 -10.072 23.551 -0.12
N 15.610 -10.419 19.620 0.03
H 12.394 -9.368 19.801 0.06
H 13.116 -11.010 19.689 0.08
H 13.241 -9.843 18.380 0.08
H 14.847 -8.517 19.415 0.13
H 13.877 -8.308 21.689 0.11
H 15.614 -8.772 21.720 0.13
H 13.888 -10.979 24.064 0.09
H 13.562 -9.252 23.834 0.08
H 15.216 -9.949 24.025 0.10
H 16.540 -10.111 19.891 0.07
H 15.452 -11.237 20.205 0.07
C 8.414 -11.840 21.320 -0.06
C 8.134 -12.072 19.869 -0.43
C 8.859 -11.097 18.964 -0.20
O 8.263 -9.827 19.171 -0.19
C 9.022 -8.719 18.766 -0.12
N 8.544 -13.445 19.457 0.03
H 7.985 -10.904 21.681 0.08
H 9.487 -11.828 21.540 0.08
H 8.017 -12.609 21.991 0.08
H 7.063 -12.027 19.640 0.14
H 8.688 -11.361 17.913 0.13
H 9.930 -11.128 19.195 0.13
H 8.409 -7.829 18.933 0.09
H 9.327 -8.746 17.716 0.09
H 9.877 -8.567 19.441 0.05
H 8.245 -14.150 20.116 0.06
H 8.129 -13.655 18.559 0.06
```

=====

# 2
C27H45Cl2OPSSc | ωB97M-V/def2-TZVPD

## Properties
Net charge: -1
Energy above the lowest of the compared OMol25 structures with the same formula, charge and spin (kJ/mol): 128.51
Orbital gap (eV): 4.3
Multiplicity: 1

```
78
Properties=species:S:1:pos:R:3:lowdin_charge:R:1
P -0.685 0.171 -0.350 1.01
C -0.213 1.371 -1.689 -0.43
C -1.331 2.214 -2.329 -0.20
C -0.776 2.983 -3.539 -0.20
C 0.423 3.859 -3.157 -0.21
C 1.518 3.028 -2.476 -0.19
C 0.955 2.277 -1.263 -0.20
C -1.039 1.078 1.228 -0.44
C -2.008 2.265 1.109 -0.20
C -2.384 2.786 2.505 -0.21
C -1.137 3.162 3.316 -0.21
C -0.159 1.983 3.405 -0.19
C 0.223 1.468 2.012 -0.21
C -2.369 -0.431 -0.870 -0.44
C -2.276 -1.164 -2.220 -0.23
C -3.661 -1.605 -2.708 -0.20
C -4.374 -2.467 -1.659 -0.21
C -4.451 -1.744 -0.310 -0.20
C -3.060 -1.317 0.180 -0.22
H 0.176 0.687 -2.457 0.03
H -1.740 2.923 -1.599 0.10
H -2.158 1.578 -2.659 0.09
H -1.570 3.596 -3.984 0.10
H -0.464 2.258 -4.303 0.11
H 0.822 4.363 -4.046 0.10
H 0.089 4.648 -2.467 0.11
H 1.924 2.298 -3.189 0.12
H 2.349 3.673 -2.164 0.11
H 1.740 1.685 -0.782 0.09
H 0.602 3.007 -0.522 0.10
H -1.523 0.289 1.822 0.07
H -2.940 2.002 3.038 0.11
H -2.913 1.981 0.560 0.10
H -1.528 3.073 0.541 0.10
H -3.055 3.649 2.413 0.10
H -1.426 3.498 4.319 0.10
H -0.634 4.011 2.829 0.11
H 0.744 2.275 3.954 0.11
H -0.625 1.162 3.968 0.12
H 0.872 0.596 2.098 0.05
H 0.783 2.244 1.479 0.11
H -2.985 0.469 -1.006 0.10
H -1.780 -0.540 -2.970 0.09
H -1.629 -2.044 -2.101 0.09
H -4.269 -0.713 -2.919 0.11
H -3.563 -2.153 -3.653 0.10
H -3.821 -3.407 -1.528 0.11
H -5.379 -2.737 -2.007 0.10
H -4.923 -2.388 0.441 0.10
H -5.087 -0.853 -0.412 0.11
H -3.158 -0.782 1.130 0.10
H -2.441 -2.198 0.385 0.08
Sc 0.820 -1.664 -0.169 -0.07
Cl -0.111 -2.068 2.012 0.11
Cl 1.281 -1.520 -2.533 0.03
C 2.346 -0.667 0.113 -0.34
H 2.733 -0.178 -0.796 -0.01
C 3.195 -0.382 1.264 -0.34
C 2.870 -0.692 2.600 -0.11
C 3.740 -0.367 3.632 -0.12
C 4.959 0.264 3.361 -0.16
C 5.300 0.577 2.044 -0.14
C 4.425 0.262 1.009 -0.09
H 1.921 -1.180 2.803 0.00
H 3.472 -0.609 4.657 0.09
H 6.245 1.068 1.826 0.08
H 4.682 0.508 -0.019 0.09
H 5.637 0.512 4.173 0.07
C 3.433 -5.002 0.554 -0.24
S 2.419 -4.270 -0.774 0.92
C 1.293 -5.696 -0.928 -0.25
O 1.504 -3.541 0.224 -0.72
H 4.058 -5.817 0.133 0.05
H 2.804 -5.409 1.375 0.07
H 4.105 -4.223 0.970 0.07
H 0.840 -5.970 0.048 0.07
H 0.485 -5.441 -1.644 0.06
H 1.856 -6.565 -1.328 0.05
```

=====

# 3
C39H33LuN8O3S | ωB97M-V/def2-TZVPD

## Properties
Net charge: +2
Energy above the lowest of the compared OMol25 structures with the same formula, charge and spin (kJ/mol): 94.14
Orbital gap (spin up / spin down) (eV): 5.8 / 5.8
Multiplicity: 1

```
85
Properties=species:S:1:pos:R:3:lowdin_charge:R:1
Lu -18.313 -13.503 -1.272 1.75
C -15.242 -12.711 -2.584 -0.03
O -16.607 -13.023 -2.786 -0.26
C -16.903 -13.579 -4.043 -0.22
C -16.309 -13.074 -5.241 0.01
C -16.607 -13.780 -6.428 -0.06
C -17.490 -14.881 -6.450 -0.06
C -18.101 -15.263 -5.262 0.01
C -17.737 -14.671 -3.996 -0.23
N -18.276 -15.004 -2.795 -0.18
N -18.869 -16.189 -2.933 0.09
C -20.164 -16.268 -2.707 -0.14
C -20.985 -15.140 -2.210 -0.26
O -20.438 -14.074 -1.694 -0.20
C -22.395 -15.290 -2.138 0.02
C -22.964 -16.493 -2.498 0.03
C -22.241 -17.638 -2.809 -0.17
C -22.788 -18.937 -2.919 -0.01
C -22.031 -20.006 -3.322 -0.04
C -20.650 -19.798 -3.574 -0.03
C -20.040 -18.577 -3.377 -0.01
C -20.816 -17.509 -2.958 -0.10
H -14.870 -12.081 -3.365 0.09
H -14.693 -13.635 -2.526 0.12
H -15.153 -12.116 -1.652 0.09
H -15.632 -12.221 -5.176 0.11
H -16.061 -13.487 -7.352 0.12
H -17.730 -15.408 -7.375 0.12
H -18.599 -16.211 -5.247 0.10
H -22.895 -14.450 -1.611 0.14
H -24.030 -16.744 -2.398 0.14
H -23.794 -19.093 -2.475 0.14
H -22.351 -21.041 -3.358 0.12
H -20.118 -20.602 -3.958 0.09
H -18.983 -18.365 -3.547 0.11
S -15.903 -6.453 -2.534 1.08
N -15.364 -7.582 -1.424 -0.18
C -16.316 -8.458 -1.321 -0.33
C -16.223 -9.687 -0.518 -0.06
C -15.159 -9.839 0.431 0.06
C -15.096 -11.036 1.143 -0.01
C -16.130 -11.978 0.963 -0.07
N -17.111 -11.906 -0.014 -0.03
C -17.220 -10.686 -0.723 -0.15
C -18.357 -10.476 -1.596 -0.13
N -19.279 -11.486 -1.766 -0.02
C -20.319 -11.281 -2.628 -0.07
C -20.523 -10.096 -3.322 0.01
C -19.592 -9.073 -3.193 0.04
C -18.496 -9.281 -2.391 -0.05
C -17.444 -8.241 -2.217 -0.28
N -17.375 -7.092 -2.876 -0.20
H -14.450 -9.031 0.597 0.13
H -14.331 -11.292 1.869 0.12
H -15.980 -12.945 1.466 0.12
H -21.076 -12.072 -2.698 0.12
H -21.381 -10.065 -3.992 0.13
H -19.678 -8.152 -3.734 0.13
C -13.013 -17.650 1.482 -0.06
C -14.042 -18.786 1.181 -0.17
N -15.455 -18.332 1.112 -0.07
C -16.278 -18.989 0.079 -0.19
C -16.029 -18.518 -1.384 -0.06
C -15.922 -17.570 2.107 -0.44
O -15.415 -17.451 3.229 0.08
C -17.131 -16.710 1.797 -0.08
C -18.252 -16.733 2.714 0.07
C -19.304 -15.889 2.389 -0.02
C -19.204 -14.966 1.351 -0.14
N -18.228 -14.975 0.471 -0.09
C -17.207 -15.905 0.667 -0.04
H -12.015 -18.031 1.187 0.09
H -13.057 -17.392 2.540 0.07
H -13.274 -16.842 0.811 0.06
H -13.955 -19.516 1.996 0.13
H -13.816 -19.298 0.237 0.12
H -17.296 -18.897 0.420 0.11
H -16.017 -20.073 0.083 0.13
H -16.736 -17.686 -1.573 0.04
H -16.180 -19.413 -1.976 0.07
H -15.009 -18.076 -1.477 0.09
H -18.291 -17.339 3.619 0.14
H -20.143 -15.806 3.138 0.14
H -20.006 -14.254 1.275 0.12
H -16.387 -15.880 -0.075 0.13
```

=====

# 4
C4H12NOS | ωB97M-V/def2-TZVPD

## Properties
Net charge: -1
Energy above the lowest of the compared OMol25 structures with the same formula, charge and spin (kJ/mol): 78.13
Orbital gap (eV): 6.3
Multiplicity: 1

```
19
Properties=species:S:1:pos:R:3:nbo_charge:R:1
C -0.687 -2.322 1.483 -0.39
N 0.192 -1.217 1.130 -0.67
C -0.137 -0.462 -0.063 -0.06
C 1.140 -0.255 -0.928 -0.52
S 0.834 0.648 -2.476 -0.69
C -0.851 0.857 0.268 -0.65
H -0.225 -2.864 2.297 0.18
H -1.668 -1.942 1.786 0.17
H -0.889 -2.946 0.598 0.16
H 1.122 -1.357 1.473 0.37
H -0.791 -1.065 -0.707 0.17
H 1.851 0.228 -0.241 0.16
H 1.408 -1.267 -1.171 0.18
H -1.907 0.811 0.518 0.19
H -0.820 1.415 -0.675 0.24
H -0.237 1.310 1.040 0.19
H 1.141 2.952 -1.575 0.50
H -0.102 3.706 -1.067 0.46
O 0.628 3.770 -1.691 -0.98
```

=====

# 5
C43H57N5PbSSeSi | ωB97M-V/def2-TZVPD

## Properties
Net charge: -2
Energy above the lowest of the compared OMol25 structures with the same formula, charge and spin (kJ/mol): 0.00
Orbital gap (eV): 5.0
Multiplicity: 1

```
109
Properties=species:S:1:pos:R:3:lowdin_charge:R:1
Pb 1.579 -0.784 0.269 1.16
C 1.290 1.323 -2.084 -0.10
N 1.003 -0.108 -2.220 -0.31
C 1.904 -0.715 -3.200 -0.10
C -0.393 -0.370 -2.419 -0.24
C -0.890 -0.607 -3.691 -0.05
C -2.209 -0.989 -3.903 -0.12
C -3.023 -1.160 -2.796 -0.11
C -2.546 -0.903 -1.520 -0.07
C -1.235 -0.449 -1.274 -0.25
N -0.690 -0.209 -0.024 -0.05
C -1.473 0.020 1.091 -0.22
C -2.835 0.383 1.067 -0.05
C -3.601 0.466 2.219 -0.11
C -3.046 0.220 3.463 -0.11
C -1.673 0.012 3.528 -0.05
C -0.890 -0.043 2.388 -0.22
N 0.551 0.075 2.509 -0.24
C 0.765 1.548 2.774 -0.13
C 1.146 -0.761 3.556 -0.10
H 0.993 1.858 -2.996 0.10
H 2.361 1.452 -1.919 0.08
H 0.759 1.735 -1.232 0.05
H 1.917 -0.161 -4.148 0.09
H 1.606 -1.744 -3.391 0.08
H 2.913 -0.708 -2.788 -0.02
H -0.222 -0.510 -4.537 0.10
H -2.574 -1.173 -4.905 0.09
H -4.040 -1.517 -2.915 0.10
H -3.195 -1.105 -0.682 0.09
H -3.295 0.625 0.121 0.08
H -4.649 0.734 2.132 0.09
H -3.643 0.255 4.365 0.08
H -1.187 -0.059 4.493 0.11
H 0.544 1.709 3.838 0.13
H -0.002 2.050 2.193 0.10
H 2.333 1.975 1.390 0.10
H 1.036 -0.313 4.551 0.09
H 2.214 -0.885 3.373 0.07
H 0.675 -1.741 3.548 0.06
C -3.195 4.567 -4.086 -0.06
C -3.522 3.949 -2.719 -0.55
C -4.977 4.280 -2.356 -0.06
C -3.397 2.429 -2.839 -0.07
C -2.574 4.523 -1.662 -0.19
C -2.600 5.892 -1.366 -0.08
C -1.748 6.440 -0.411 -0.11
C -0.851 5.621 0.250 -0.51
S 0.315 5.995 1.480 1.01
C 0.794 4.252 1.545 -0.51
N 0.132 3.516 0.654 0.06
C -0.788 4.247 -0.042 -0.31
C -1.666 3.710 -0.992 0.04
C 1.749 3.775 2.432 -0.22
C 2.364 4.622 3.401 -0.12
C 3.308 4.201 4.275 -0.15
C 3.772 2.829 4.179 -0.13
C 3.242 1.953 3.320 -0.07
C 2.076 2.271 2.413 -0.25
H -3.861 4.166 -4.857 0.08
H -2.165 4.341 -4.368 0.09
H -3.306 5.653 -4.067 0.07
H -5.660 3.849 -3.095 0.08
H -5.150 5.357 -2.321 0.07
H -5.227 3.870 -1.375 0.09
H -4.116 2.058 -3.577 0.08
H -3.605 1.932 -1.889 0.07
H -2.401 2.120 -3.163 0.08
H -3.292 6.547 -1.883 0.09
H -1.792 7.500 -0.190 0.09
H -1.615 2.645 -1.171 0.09
H 2.061 5.664 3.429 0.07
H 3.756 4.882 4.987 0.07
H 4.605 2.513 4.800 0.09
H 3.675 0.961 3.244 0.09
C 0.152 -3.955 2.320 -0.23
Si 1.011 -3.537 0.664 0.60
C 2.763 -4.336 0.831 -0.67
C 2.753 -5.751 1.421 -0.11
C 3.573 -3.442 1.785 -0.13
C 3.490 -4.356 -0.518 -0.11
C -0.107 -4.429 -0.640 -0.66
C 0.169 -3.903 -2.053 -0.11
C 0.046 -5.952 -0.646 -0.11
C -1.561 -4.088 -0.287 -0.11
H -0.192 -4.996 2.327 0.02
H -0.716 -3.314 2.496 0.02
H 0.835 -3.830 3.163 0.01
H 2.154 -5.817 2.334 0.07
H 3.778 -6.047 1.680 0.08
H 2.370 -6.490 0.716 0.06
H 3.113 -3.374 2.776 0.07
H 3.708 -2.428 1.397 0.03
H 4.582 -3.851 1.915 0.09
H 2.962 -4.972 -1.253 0.06
H 4.498 -4.774 -0.400 0.09
H 3.623 -3.355 -0.937 0.03
H 1.218 -4.019 -2.341 0.07
H -0.089 -2.845 -2.135 0.05
H -0.443 -4.444 -2.788 0.08
H 1.005 -6.261 -1.069 0.06
H -0.746 -6.398 -1.264 0.08
H -0.034 -6.384 0.355 0.07
H -1.709 -3.011 -0.174 0.06
H -1.875 -4.569 0.642 0.07
H -2.231 -4.430 -1.087 0.08
Se 5.310 -0.829 -1.612 0.30
C 6.579 -1.098 -0.318 -1.00
N 7.393 -1.275 0.492 -0.05
```

=====

E_tot
In order: -40643.8518, -96649.9536, -103486.3322, -18715.9448, -142276.0929
Unit: eV